Record 1
Entry from OMol25: 2 unconnected molecules or ions with the total composition C7H15N4 (the ωB97M-V functional and the def2-TZVPD basis).

Structure (XYZ):
```
26
Properties=species:S:1:pos:R:3:forces:R:3
C -0.156626 1.100519 0.401817 3.2315 0.4349 -1.2741
C -0.379116 -2.741120 -0.189954 -0.1410 -1.6232 0.4358
C -0.136767 2.639329 0.207853 -0.0425 1.1956 0.6948
C -0.251771 -3.501404 -1.243224 -0.5638 -0.9549 0.0747
C -2.323190 0.849043 -0.444408 -0.0554 1.6789 -1.4427
C 3.318608 -0.220814 0.156779 -3.9567 -1.3114 -0.6314
C 2.225821 0.766074 0.618261 -0.1879 0.9840 0.8850
N -1.417192 0.469354 0.407455 -1.2459 0.6432 -0.8935
N 0.850836 0.312760 0.443077 -1.1677 0.4129 0.9920
N -3.459117 0.232488 -0.605356 -1.7442 -1.4979 1.5134
N -0.595432 -2.040740 0.764154 -1.8813 0.5157 0.3249
H -0.599680 3.135723 -0.771478 1.2289 -1.4398 1.9899
H -0.719980 3.045402 1.070099 0.0986 -0.1004 -0.7116
H -0.667157 -4.508447 -1.492078 -0.1472 1.2618 0.8718
H 0.415436 -3.173101 -1.971473 1.3251 0.5745 -1.0657
H -2.114973 1.714654 -1.121007 -0.2577 -0.8094 0.7306
H 3.287812 -1.093852 0.872971 0.2697 0.7660 -1.0869
H 2.974754 -0.520223 -0.902665 1.2922 0.1526 1.5297
H 4.203919 0.318247 0.230528 1.8526 0.4864 -0.2937
H 2.383531 0.890858 1.736331 -0.3592 0.2118 -1.1825
H 2.281114 1.758470 0.122162 0.7300 -0.5426 0.3217
H -1.478762 -0.534355 0.600533 0.8139 -0.7025 0.6980
H -4.211524 0.466519 -1.235633 0.5356 0.5757 -0.3395
H -3.820499 -0.403087 0.136281 0.8133 0.4269 -0.8367
H -0.519819 -2.020192 1.772478 1.1965 -0.5738 -0.4294
H 0.909786 3.057894 0.436495 -1.6375 -0.7650 -0.8746
```
Forces are in eV/Å.

net charge: +1
LUMO: -3.589 eV
frontier orbital gap: 8.3 eV
energy relative to the best compared isomer or geometry (same formula, charge and spin): 2.839 eV
energy: -494.40570 hartree

=====

Record 2
Entry from OMol25: a gas-phase ion, C7H15N4 (charge +1) (the ωB97M-V functional and the def2-TZVPD basis).

Structure (XYZ):
```
26
Properties=species:S:1:pos:R:3:forces:R:3
C 0.147169 1.861624 -0.005912 -1.3900 -0.5139 1.0232
C 1.554918 1.899397 0.298069 1.2779 1.7573 -0.9042
C -0.370890 0.605900 -0.064323 -1.8143 1.7917 -0.1118
C 1.805168 -0.421091 -0.027656 -0.5990 -1.2880 -0.3511
C 2.368742 -1.135443 -1.250032 1.5939 1.6929 -1.5387
C -2.335884 -0.680350 -0.940043 -0.0463 1.9634 -0.6458
C -2.522802 0.391350 1.262045 0.0989 -0.4901 -0.5726
N 2.286718 0.879776 0.110716 1.0001 1.1093 0.6203
N 0.306643 -0.494269 -0.157413 -0.1210 0.1221 -0.1105
N 2.076958 -1.086743 1.208139 0.7309 3.7536 2.3494
N -1.925748 0.453434 -0.056084 1.2149 3.9235 -1.8104
H -0.540908 2.693341 -0.003198 0.2851 0.2987 0.2074
H 2.122980 2.881075 0.564795 -1.3388 -1.6839 -0.5596
H 2.239914 -2.199028 -1.124503 -0.2184 -0.4208 -0.3136
H 3.499534 -0.918466 -1.190636 -1.6732 -0.4277 -0.4394
H 1.946464 -0.735943 -2.303707 0.9223 -0.9436 2.6105
H -1.935254 -1.473916 -0.410478 0.5690 -2.1005 0.4595
H -3.396064 -0.807221 -0.961959 -0.6938 0.2429 -0.0547
H -1.904892 -0.537995 -1.938565 -0.1694 -0.1690 0.3770
H -2.404468 -0.556132 1.628546 0.5967 -2.3525 1.2800
H -2.232794 1.119934 1.925523 1.6229 1.6301 1.2751
H -3.534746 0.556875 1.203300 -2.6111 0.1903 -0.7222
H -0.189416 -1.336609 -0.324005 0.4285 -0.8635 0.0917
H 2.437898 -1.958968 1.075097 1.4370 -2.7975 -0.1424
H 2.718700 -0.468008 1.854539 -1.6550 -1.8139 -1.8675
H -2.217944 1.467473 -0.372256 0.5521 -2.6111 -0.1498
```
Forces are in eV/Å.

net charge: +1
SMILES string: C[NH+](C)C1=CC=N[C@@](C)(N)N1
LUMO: -3.095 eV
frontier orbital gap: 8.9 eV
energy relative to the best compared isomer or geometry (same formula, charge and spin): 2.627 eV
energy: -494.41352 hartree